A cluster of 9 separate species, C30H83N5O14 in total at a distorted geometry, computed with ωB97M-V/def2-TZVPD.

Values from the calculation:
HOMO-LUMO gap (eV): 8.4
HOMO (eV): -8.09
Max |F| (Eh/bohr): 0.069
Molar mass (g mol⁻¹): 738.01
SMILES string: COCCNCCOC.COCCNCCOC.COCCNCCOC.COCCNCCOC.COCCNCCOC.O.O.O.O
Energy relative to the best compared isomer or geometry (same formula, charge and spin) (eV): 7.169

Each atom is followed by the atoms it is bonded to, with distances in Å.
Cartesian coordinates (Å):
1 C 4.20156 -6.90382 5.73898  O2 1.397, H10 1.090, H11 1.090, H12 1.090
2 O 3.95064 -7.32976 4.43189  C1 1.397, C3 1.447
3 C 4.82731 -8.29170 3.79992  O2 1.447, C4 1.488, H13 1.090, H14 1.090
4 C 6.18898 -7.92454 3.32635  C3 1.488, N5 1.468, H15 1.090, H16 1.090
5 N 5.96523 -6.99321 2.21418  C4 1.468, C6 1.426, H17 1.010
6 C 7.16636 -6.34308 1.80474  N5 1.426, C7 1.572, H18 1.090, H19 1.090
7 C 6.87212 -5.31903 0.64910  C6 1.572, O8 1.443, H20 1.090, H21 1.090
8 O 6.07161 -4.22359 1.14100  C7 1.443, C9 1.469
9 C 5.56795 -3.43348 0.00967  O8 1.469, H22 1.090, H23 1.090, H24 1.090
10 H 3.45784 -6.11857 5.87450  C1 1.090
11 H 5.12198 -6.33002 5.84703  C1 1.090
12 H 4.11520 -7.77469 6.38876  C1 1.090
13 H 4.31804 -8.85493 3.01793  C3 1.090
14 H 4.94078 -9.12927 4.48819  C3 1.090
15 H 6.54398 -8.81895 2.81441  C4 1.090
16 H 6.82865 -7.67262 4.17221  C4 1.090
17 H 5.15562 -6.38981 2.23700  N5 1.010
18 H 7.88077 -7.12136 1.53637  C6 1.090
19 H 7.55483 -5.85160 2.69671  C6 1.090
20 H 6.23952 -5.78373 -0.10719  C7 1.090
21 H 7.85983 -4.95199 0.37019  C7 1.090
22 H 6.11608 -2.50846 -0.16922  C9 1.090
23 H 4.51148 -3.30156 0.24321  C9 1.090
24 H 5.55089 -3.86824 -0.98972  C9 1.090
25 C -7.18218 5.21750 -1.24700  O26 1.420, H34 1.090, H35 1.090, H36 1.090
26 O -6.26962 6.30549 -1.26055  C25 1.420, C27 1.515
27 C -4.85393 5.80124 -1.07193  O26 1.515, C28 1.592, H37 1.090, H38 1.090
28 C -3.97475 7.10178 -1.33677  C27 1.592, N29 1.483, H39 1.090, H40 1.090
29 N -4.36302 8.25671 -0.49131  C28 1.483, C30 1.459, H41 1.010
30 C -4.04243 8.11006 0.92426  N29 1.459, C31 1.511, H42 1.090, H43 1.090
31 C -4.47930 9.21440 1.85835  C30 1.511, O32 1.419, H44 1.090, H45 1.090
32 O -4.43302 10.56272 1.41716  C31 1.419, C33 1.460
33 C -5.44206 11.38779 2.07450  O32 1.460, H46 1.090, H47 1.090, H48 1.090
34 H -8.24053 5.47821 -1.24345  C25 1.090
35 H -7.05389 4.67479 -0.31046  C25 1.090
36 H -7.07253 4.53282 -2.08801  C25 1.090
37 H -4.59803 4.99971 -1.76486  C27 1.090
38 H -4.69712 5.35903 -0.08806  C27 1.090
39 H -4.25402 7.37728 -2.35373  C28 1.090
40 H -2.90612 6.89125 -1.37926  C28 1.090
41 H -5.29927 8.56858 -0.70641  N29 1.010
42 H -2.99300 8.30520 0.70352  C30 1.090
43 H -4.15313 7.09393 1.30284  C30 1.090
44 H -3.88920 9.17586 2.77400  C31 1.090
45 H -5.47875 9.05894 2.26462  C31 1.090
46 H -6.41637 10.90005 2.04437  C33 1.090
47 H -5.35783 12.25514 1.41974  C33 1.090
48 H -5.20087 11.69464 3.09223  C33 1.090
49 C 3.70367 4.25098 2.40913  O50 1.420, H58 1.090, H59 1.090, H60 1.090
50 O 3.38766 4.05690 3.77940  C49 1.420, C51 1.380
51 C 2.97029 2.76944 4.04922  O50 1.380, C52 1.543, H61 1.090, H62 1.090
52 C 2.43704 2.74613 5.49705  C51 1.543, N53 1.450, H63 1.090, H64 1.090
53 N 3.46132 2.92167 6.50847  C52 1.450, C54 1.466, H65 1.010
54 C 2.86892 3.25336 7.80754  N53 1.466, C55 1.521, H66 1.090, H67 1.090
55 C 3.98458 3.78640 8.69294  C54 1.521, O56 1.405, H68 1.090, H69 1.090
56 O 4.11536 5.11732 8.26201  C55 1.405, C57 1.396
57 C 4.89122 5.91857 9.10083  O56 1.396, H70 1.090, H71 1.090, H72 1.090
58 H 2.71882 4.36642 1.95653  C49 1.090
59 H 4.35280 3.51628 1.93274  C49 1.090
60 H 4.37436 5.10947 2.37342  C49 1.090
61 H 3.71253 2.00490 3.81974  C51 1.090
62 H 2.19826 2.50125 3.32801  C51 1.090
63 H 1.90564 1.80570 5.64304  C52 1.090
64 H 1.67393 3.52419 5.51661  C52 1.090
65 H 3.95510 3.75150 6.21240  N53 1.010
66 H 2.57398 2.35628 8.35192  C54 1.090
67 H 2.04890 3.97078 7.77590  C54 1.090
68 H 4.92596 3.23731 8.71270  C55 1.090
69 H 3.47573 3.73708 9.65562  C55 1.090
70 H 5.83964 5.40461 9.25713  C57 1.090
71 H 4.53063 6.22425 10.08298  C57 1.090
72 H 5.16487 6.87627 8.65805  C57 1.090
73 C 1.09969 -6.95518 -11.90779  O74 1.393, H82 1.090, H83 1.090, H84 1.090
74 O 2.31955 -6.34962 -11.61320  C73 1.393, C75 1.417
75 C 2.47570 -5.97460 -10.25530  O74 1.417, C76 1.561, H85 1.090, H86 1.090
76 C 3.29900 -4.64848 -10.29396  C75 1.561, N77 1.430, H87 1.090, H88 1.090
77 N 2.35647 -3.60686 -10.56311  C76 1.430, C78 1.435, H89 1.010
78 C 2.95729 -2.30420 -10.59222  N77 1.435, C79 1.506, H90 1.090, H91 1.090
79 C 2.02481 -1.12330 -10.64842  C78 1.506, O80 1.375, H92 1.090, H93 1.090
80 O 1.26386 -1.19237 -11.79176  C79 1.375, C81 1.405
81 C 0.71372 0.04389 -12.16896  O80 1.405, H94 1.090, H95 1.090, H96 1.090
82 H 0.33105 -6.19059 -11.79517  C73 1.090
83 H 0.98801 -7.89306 -11.36373  C73 1.090
84 H 1.10265 -7.04832 -12.99380  C73 1.090
85 H 3.09475 -6.74670 -9.79843  C75 1.090
86 H 1.52524 -6.07428 -9.73110  C75 1.090
87 H 4.00514 -4.74704 -11.11843  C76 1.090
88 H 3.77192 -4.48599 -9.32544  C76 1.090
89 H 1.91286 -4.00124 -11.38028  N77 1.010
90 H 3.68615 -2.31426 -11.40261  C78 1.090
91 H 3.52978 -2.21102 -9.66936  C78 1.090
92 H 2.62219 -0.21273 -10.60259  C79 1.090
93 H 1.40805 -1.09747 -9.75008  C79 1.090
94 H -0.28116 0.09893 -11.72706  C81 1.090
95 H 0.76781 0.15721 -13.25170  C81 1.090
96 H 1.16056 0.91579 -11.69123  C81 1.090
97 C -5.22695 1.11088 5.67503  O98 1.413, H106 1.090, H107 1.090, H108 1.090
98 O -5.27587 -0.17979 6.24875  C97 1.413, C99 1.446
99 C -6.25041 -1.06912 5.65781  O98 1.446, C100 1.506, H109 1.090, H110 1.090
100 C -6.10340 -2.50696 6.08158  C99 1.506, N101 1.467, H111 1.090, H112 1.090
101 N -4.71022 -2.79052 6.44497  C100 1.467, C102 1.463, H113 1.010
102 C -3.95398 -3.53403 5.43670  N101 1.463, C103 1.558, H114 1.090, H115 1.090
103 C -3.65746 -2.58664 4.23563  C102 1.558, O104 1.360, H116 1.090, H117 1.090
104 O -4.39329 -2.98767 3.16462  C103 1.360, C105 1.399
105 C -3.68066 -3.38031 2.02611  O104 1.399, H118 1.090, H119 1.090, H120 1.090
106 H -6.16051 1.62318 5.90766  C97 1.090
107 H -5.14041 1.03024 4.59146  C97 1.090
108 H -4.47192 1.68880 6.20797  C97 1.090
109 H -6.20673 -1.02792 4.56947  C99 1.090
110 H -7.23624 -0.72156 5.96673  C99 1.090
111 H -6.52825 -3.26876 5.42792  C100 1.090
112 H -6.73482 -2.57167 6.96771  C100 1.090
113 H -4.43405 -1.82460 6.54897  N101 1.010
114 H -4.32047 -4.53495 5.20880  C102 1.090
115 H -3.00801 -3.77643 5.92094  C102 1.090
116 H -2.61072 -2.77169 3.99439  C103 1.090
117 H -3.82740 -1.51202 4.30186  C103 1.090
118 H -3.00061 -2.57897 1.73716  C105 1.090
119 H -4.32615 -3.66749 1.19607  C105 1.090
120 H -3.04941 -4.20518 2.35660  C105 1.090
121 O -5.21476 -0.90400 -4.34687  H122 0.957, H123 0.957
122 H -5.48849 -0.28099 -5.02003  O121 0.957
123 H -6.03114 -1.29477 -4.03532  O121 0.957
124 O -5.12651 3.04777 -7.34123  H125 0.957, H126 0.957
125 H -5.79637 3.72013 -7.46558  O124 0.957
126 H -4.31562 3.45849 -7.64123  O124 0.957
127 O 0.54535 -3.43615 -5.89066  H128 0.957, H129 0.957
128 H 0.83060 -3.14220 -6.75579  O127 0.957
129 H -0.40547 -3.51672 -5.96602  O127 0.957
130 O -0.69864 0.93534 -3.53283  H131 0.957, H132 0.957
131 H -1.59757 0.73356 -3.79253  O130 0.957
132 H -0.15602 0.39211 -4.10441  O130 0.957